*one*
{"formula": "C4H6N2OS", "method": "ωB97M-V/def2-TZVPD", "elements": ["C", "C", "C", "C", "N", "N", "O", "S", "H", "H", "H", "H", "H", "H"], "coordinates": [[0.137, -0.206, -0.068], [0.067, 1.076, -0.302], [-0.921, -1.106, 0.052], [1.474, -0.830, -0.081], [-2.208, -0.652, 0.108], [0.605, 2.187, 0.056], [-0.718, -2.310, 0.224], [-2.630, 0.888, -0.040], [1.380, -1.767, 0.425], [2.153, -0.139, 0.409], [1.901, -1.071, -1.094], [-2.869, -1.381, -0.137], [0.668, 3.026, -0.525], [0.959, 2.284, 0.973]], "gap_ha": [0.2386, 0.2383]}

---

*two*
{"formula": "C4H6N2OS", "method": "ωB97M-V/def2-TZVPD", "elements": ["O", "C", "N", "C", "C", "N", "C", "S", "H", "H", "H", "H", "H", "H"], "coordinates": [[-3.250, -1.255, -0.317], [-2.288, -0.788, 0.257], [-1.107, -0.437, -0.353], [0.036, 0.025, 0.334], [0.733, 1.340, -0.101], [1.947, 0.547, -0.228], [1.394, -0.648, 0.016], [1.932, -2.190, -0.047], [-2.259, -0.570, 1.341], [-1.022, -0.701, -1.350], [-0.156, 0.026, 1.396], [0.780, 2.173, 0.638], [0.369, 1.745, -1.074], [2.893, 0.733, -0.513]], "gap_ha": 0.3391, "smiles": "O=CN[C@@H]1CNC1=S"}

---

*three*
{"formula": "C4H6N2OS", "method": "ωB97M-V/def2-TZVPD", "elements": ["C", "C", "C", "C", "N", "N", "O", "S", "H", "H", "H", "H", "H", "H"], "coordinates": [[-1.341, -0.025, 0.548], [-0.577, 1.747, -1.008], [-2.021, -0.896, 1.461], [2.431, -0.393, -0.573], [-0.663, 0.509, -0.262], [1.324, 0.231, -1.224], [-1.588, 2.304, -1.281], [1.098, 1.775, -1.415], [-2.793, -1.524, 1.001], [-2.507, -0.102, 1.988], [-1.345, -1.654, 1.930], [3.243, -0.410, -1.234], [2.718, -0.105, 0.486], [2.021, -1.456, -0.417]], "gap_ha": 0.2507}

---

*four*
{"formula": "C4H6N2OS", "method": "ωB97M-V/def2-TZVPD", "elements": ["C", "C", "C", "N", "O", "S", "N", "C", "H", "H", "H", "H", "H", "H"], "coordinates": [[-0.791, -1.481, 1.693], [-0.006, -0.783, 0.827], [-0.062, 0.684, 0.445], [-0.635, 1.646, 1.116], [-1.209, 1.121, 2.264], [0.942, 1.262, -0.880], [0.652, -0.051, -1.988], [1.233, 0.117, -3.103], [-0.599, -2.571, 1.774], [-1.641, -1.047, 2.315], [0.715, -1.319, 0.170], [-1.497, 1.969, 2.687], [1.149, -0.608, -3.916], [1.750, 1.062, -3.405]], "gap_ha": 0.3399, "smiles": "C=C/C(=N\\O)SN=C"}

---

*two* takes first place; second place is 0.0885 hartree up.

---

*one*
{"formula": "C4H6N2OS", "method": "ωB97M-V/def2-TZVPD", "elements": ["H", "N", "C", "S", "C", "O", "N", "C", "C", "H", "H", "H", "H", "H"], "coordinates": [[-0.972, 2.766, -0.136], [-0.199, 2.169, 0.149], [-0.452, 0.926, 0.106], [-1.933, -0.004, -0.216], [-1.020, -1.528, 0.251], [0.312, -1.311, -0.108], [0.611, 0.030, 0.256], [1.911, 0.425, -0.025], [2.946, -0.402, -0.138], [-1.358, -2.400, -0.321], [-1.191, -1.693, 1.324], [2.084, 1.487, -0.181], [2.744, -1.478, -0.056], [3.941, -0.046, -0.308]], "gap_ha": 0.3335, "smiles": "[H]/N=C1\\SCON1C=C"}

---

*two*
{"formula": "C4H6N2OS", "method": "ωB97M-V/def2-TZVPD", "elements": ["C", "C", "C", "C", "N", "N", "O", "S", "H", "H", "H", "H", "H", "H"], "coordinates": [[1.109, 0.509, 0.849], [0.299, -0.471, 1.264], [1.004, 1.168, -0.495], [-0.862, -1.160, 0.687], [2.123, 1.008, 1.663], [1.719, -0.598, 3.718], [0.588, -0.995, 2.663], [2.540, 0.569, 3.083], [1.092, 0.433, -1.295], [1.801, 1.897, -0.596], [0.045, 1.676, -0.598], [-1.229, -0.574, -0.151], [-1.637, -1.260, 1.448], [-0.595, -2.162, 0.347]], "gap_ha": [0.2607, 0.2633]}

---

*one* takes first place; second place is 0.0763 hartree up.

---

*one*
{"formula": "C3H5BN2O3", "method": "ωB97M-V/def2-TZVPD", "elements": ["B", "C", "C", "C", "N", "N", "O", "O", "O", "H", "H", "H", "H", "H"], "coordinates": [[2.572, -0.102, 0.015], [1.031, -0.238, 0.004], [-1.156, -0.539, 0.082], [-2.537, -0.022, -0.029], [-0.067, 0.293, -0.135], [-0.815, -1.739, 0.395], [0.442, -1.954, 0.442], [3.102, 0.771, 0.895], [3.247, -0.880, -0.849], [-2.700, 0.769, 0.702], [-2.696, 0.388, -1.025], [-3.244, -0.824, 0.148], [4.056, 0.839, 0.964], [4.203, -0.861, -0.845]], "gap_ha": 0.3342}

---

*two*
{"formula": "C3H5BN2O3", "method": "ωB97M-V/def2-TZVPD", "elements": ["B", "C", "C", "C", "N", "N", "O", "O", "O", "H", "H", "H", "H", "H"], "coordinates": [[-1.345, 0.607, 0.976], [0.955, -0.820, 0.335], [-0.143, -0.126, 0.429], [0.131, 0.644, -1.749], [1.793, -0.774, -0.818], [1.216, -0.062, -1.893], [-0.534, 1.413, -2.364], [-2.584, 0.040, 0.877], [-1.136, 1.855, 1.501], [1.383, -1.469, 1.090], [2.099, -1.695, -1.127], [1.855, 0.050, -2.674], [-3.318, 0.583, 1.165], [-1.921, 2.351, 1.732]], "gap_ha": 0.3169}

---

*one* takes first place; second place is 0.0407 hartree up.

---

*one*
{"formula": "C4H7F", "method": "ωB97M-V/def2-TZVPD", "elements": ["C", "C", "C", "C", "F", "H", "H", "H", "H", "H", "H", "H"], "coordinates": [[-1.786, -0.275, -0.045], [-0.587, 0.383, -0.212], [0.591, -0.497, -0.248], [1.829, 0.211, 0.114], [3.109, -0.256, -0.201], [-1.666, -1.305, 0.337], [-2.305, 0.432, 0.772], [-2.518, -0.404, -0.805], [-0.891, 1.583, -0.465], [0.371, -1.458, 0.018], [2.076, 0.368, 1.205], [1.777, 1.220, -0.470]], "gap_ha": 0.3585, "smiles": "C/C=C/CF"}

---

*two*
{"formula": "C4H7F", "method": "ωB97M-V/def2-TZVPD", "elements": ["C", "C", "C", "C", "F", "H", "H", "H", "H", "H", "H", "H"], "coordinates": [[1.179, -1.425, -1.662], [0.288, -0.523, -1.331], [0.325, 0.305, -0.043], [-0.963, 0.302, 0.825], [-0.723, 1.168, 1.911], [1.876, -1.850, -0.893], [1.391, -1.646, -2.751], [-0.451, -0.315, -2.138], [1.125, 0.080, 0.598], [0.657, 1.315, -0.252], [-1.900, 0.671, 0.321], [-1.167, -0.716, 1.181]], "gap_ha": 0.4063, "smiles": "C=CCCF"}

---

*two* takes first place; second place is 0.0761 hartree up.